Entry 1:
C24H56N8O8 | ωB97M-V/def2-TZVPD

## Properties
Energy relative to the best compared isomer or geometry (same formula, charge and spin) (eV): 12.111
SMILES: CNC(C)=O.CNC(C)=O.CNC(C)=O.CNC(C)=O.CNC(C)=O.CNC(C)=O.CNC(C)=O.CNC(C)=O

Geometry (Å):
C1 12.994 12.573 40.231
C2 11.494 12.340 40.324
O1 10.750 12.203 39.369
N1 11.002 12.287 41.634
C3 9.588 12.022 42.003
H1 13.138 13.563 40.072
H2 13.382 12.158 39.356
H3 13.595 12.324 41.026
H4 11.625 12.493 42.523
H5 9.543 11.112 42.433
H6 9.022 11.808 41.065
H7 9.165 12.717 42.709
C4 11.211 11.543 35.572
C5 12.640 11.694 34.968
O2 12.722 12.617 34.017
N2 13.702 11.303 35.466
C6 15.067 11.247 34.851
H8 10.984 12.468 35.906
H9 11.072 10.717 36.363
H10 10.285 11.112 34.920
H11 13.703 10.765 36.255
H12 15.774 10.679 35.470
H13 15.424 12.417 34.809
H14 14.990 10.942 33.809
C7 12.655 14.912 37.163
C8 14.100 14.800 37.602
O3 14.548 15.699 38.197
N3 14.736 13.663 37.257
C9 15.997 13.268 37.746
H15 11.845 14.161 37.878
H16 12.534 14.658 36.091
H17 12.423 15.895 37.165
H18 14.284 12.957 36.798
H19 16.324 12.240 37.353
H20 15.836 13.161 38.748
H21 16.792 13.885 37.559
C10 19.201 16.241 38.877
C11 18.898 15.024 39.628
O4 17.952 14.918 40.368
N4 19.763 13.961 39.372
C12 19.643 12.654 39.891
H22 20.181 16.465 38.711
H23 18.774 17.023 39.475
H24 18.546 16.255 37.817
H25 20.321 14.225 38.566
H26 20.538 12.200 39.932
H27 19.361 11.808 39.327
H28 18.939 12.471 40.843
C13 20.689 10.525 36.919
C14 19.298 10.019 36.808
O5 18.733 10.159 35.689
N5 18.639 9.526 37.845
C15 17.290 9.097 37.791
H29 21.092 9.945 36.076
H30 20.992 10.186 37.755
H31 20.754 11.571 36.799
H32 19.046 9.493 38.722
H33 17.210 8.412 38.668
H34 17.070 8.613 36.880
H35 16.729 9.824 38.179
C16 16.080 17.272 36.012
C17 16.546 18.249 37.118
O6 17.534 19.073 36.909
N6 16.005 18.055 38.300
C18 16.321 18.797 39.549
H36 15.054 17.431 35.930
H37 16.467 16.431 36.049
H38 16.482 17.573 34.839
H39 15.463 17.222 38.493
H40 16.531 17.974 40.268
H41 15.832 19.612 39.660
H42 17.334 19.227 39.566
C19 18.271 16.758 43.549
C20 16.747 16.955 43.185
O7 16.035 17.653 43.822
N7 16.319 16.258 42.088
C21 14.937 16.066 41.797
H43 18.484 15.658 43.940
H44 18.530 17.465 44.269
H45 18.876 16.902 42.711
H46 16.943 15.600 41.679
H47 14.390 15.442 42.426
H48 14.861 15.881 40.735
H49 14.377 17.086 41.988
C22 9.149 14.911 34.968
C23 9.733 16.419 35.224
O8 10.168 17.027 34.336
N8 9.548 16.904 36.482
C24 10.013 18.318 36.747
H50 9.650 14.146 35.681
H51 9.375 14.714 33.963
H52 8.052 14.772 35.025
H53 9.040 16.493 37.063
H54 9.461 19.007 36.156
H55 11.074 18.479 36.612
H56 9.824 18.471 37.887

Entry 2:
C24H57N | ωB97M-V/def2-TZVPD

## Properties
Energy relative to the best compared isomer or geometry (same formula, charge and spin) (eV): 2.179
SMILES: CCN(CC)CC.CCCCCC.CCCCCC.CCCCCC

Geometry (Å):
C1 4.279 44.323 67.835
C2 5.098 43.769 68.946
N1 4.471 42.447 69.475
C3 5.393 41.242 69.668
C4 6.408 41.428 70.810
C5 3.460 42.737 70.455
C6 2.345 41.603 70.423
H1 4.716 45.262 67.609
H2 3.331 44.832 68.034
H3 4.281 43.621 67.073
H4 5.101 44.502 69.784
H5 6.197 43.648 68.700
H6 5.884 41.107 68.805
H7 4.986 40.299 69.462
H8 6.974 42.261 70.820
H9 7.237 40.769 70.885
H10 6.154 41.485 71.697
H11 2.714 43.524 70.317
H12 3.842 43.016 71.488
H13 1.920 41.698 69.469
H14 1.573 41.810 71.174
H15 2.604 40.706 70.591
C7 4.286 45.462 73.775
C8 2.967 45.784 73.011
C9 3.084 47.066 72.126
C10 3.960 46.963 70.890
C11 4.056 48.342 70.170
C12 4.800 48.093 68.827
H16 5.094 45.302 72.969
H17 4.280 44.415 74.384
H18 4.723 46.195 74.458
H19 2.270 45.782 73.767
H20 2.757 45.054 72.281
H21 3.339 47.887 72.698
H22 2.033 47.005 71.874
H23 3.797 46.151 70.038
H24 4.922 46.541 71.143
H25 4.578 49.127 70.857
H26 3.073 48.787 70.076
H27 4.294 47.339 68.044
H28 5.899 47.915 68.926
H29 4.841 49.131 68.298
C13 5.402 38.802 65.024
C14 4.801 39.585 66.213
C15 3.740 40.671 65.817
C16 2.429 40.129 65.329
C17 1.192 41.148 65.325
C18 1.475 42.561 64.805
H30 5.911 39.433 64.164
H31 4.706 38.242 64.529
H32 6.081 38.047 65.273
H33 5.511 40.209 66.937
H34 4.327 38.795 66.842
H35 4.414 41.344 65.131
H36 3.566 41.281 66.867
H37 2.109 39.395 65.817
H38 2.804 39.996 64.338
H39 0.830 41.385 66.226
H40 0.353 40.806 64.654
H41 2.193 43.170 65.359
H42 0.661 42.939 64.523
H43 1.980 42.484 63.818
C19 12.771 39.540 65.146
C20 11.260 39.762 65.103
C21 10.693 41.173 65.411
C22 9.123 41.232 65.291
C23 8.564 42.664 65.410
C24 8.769 43.343 66.822
H44 13.176 40.177 64.587
H45 13.080 38.540 64.997
H46 12.980 39.530 66.170
H47 10.631 39.000 65.641
H48 11.122 39.547 64.055
H49 10.945 41.853 64.572
H50 11.047 41.559 66.478
H51 8.656 40.555 66.010
H52 8.683 40.947 64.340
H53 7.593 42.690 65.062
H54 9.080 43.280 64.670
H55 8.471 44.498 66.452
H56 9.771 43.222 67.144
H57 8.061 42.719 67.434

Entry 3:
C24H57N10OPTi | ωB97M-V/def2-TZVPD

## Properties
Net charge: +4

Geometry (Å):
Ti1 -16.425 1.618 -7.462
C1 -14.769 2.692 -11.719
N1 -15.779 2.559 -10.714
C2 -16.492 3.829 -10.431
C3 -16.446 1.423 -10.528
N2 -17.022 1.203 -9.282
C4 -18.426 0.706 -9.299
C5 -18.590 -0.415 -8.304
N3 -18.071 0.060 -7.019
C6 -17.479 -1.035 -6.213
C7 -16.506 -0.395 -5.288
N4 -15.515 0.298 -6.144
C8 -14.197 0.094 -5.833
N5 -13.791 -0.285 -4.612
C9 -14.328 0.260 -3.366
C10 -13.033 -1.474 -4.433
N6 -13.255 0.220 -6.809
C11 -13.607 -0.077 -8.187
C12 -11.829 0.213 -6.448
C13 -19.095 0.723 -6.168
C14 -19.163 2.145 -6.504
N7 -17.793 2.701 -6.566
C15 -17.858 4.019 -6.106
N8 -18.697 4.872 -6.741
C16 -19.308 4.572 -8.011
C17 -19.330 5.916 -5.989
N9 -17.126 4.316 -5.026
C18 -16.673 3.245 -4.144
C19 -16.698 5.658 -4.735
N10 -16.592 0.580 -11.523
C20 -16.781 0.947 -12.957
C21 -16.704 -0.844 -11.322
H1 -14.032 3.456 -11.414
H2 -15.199 2.946 -12.686
H3 -14.215 1.725 -11.816
H4 -15.986 4.649 -10.897
H5 -16.461 4.006 -9.341
H6 -17.543 3.812 -10.782
H7 -18.616 0.269 -10.274
H8 -19.113 1.518 -9.210
H9 -17.932 -1.280 -8.642
H10 -19.581 -0.836 -8.340
H11 -16.942 -1.707 -6.908
H12 -18.194 -1.676 -5.660
H13 -16.074 -1.153 -4.630
H14 -17.087 0.267 -4.617
H15 -14.934 1.119 -3.701
H16 -13.561 0.542 -2.688
H17 -14.924 -0.483 -2.868
H18 -12.935 -1.974 -5.354
H19 -13.609 -2.206 -3.777
H20 -12.073 -1.303 -3.934
H21 -14.184 -0.980 -8.296
H22 -12.657 -0.137 -8.712
H23 -14.175 0.717 -8.706
H24 -11.640 0.504 -5.413
H25 -11.344 0.981 -7.078
H26 -11.404 -0.748 -6.745
H27 -18.695 0.582 -5.177
H28 -20.058 0.148 -6.253
H29 -19.787 2.645 -5.689
H30 -19.742 2.185 -7.418
H31 -18.818 3.684 -8.445
H32 -19.192 5.408 -8.663
H33 -20.356 4.377 -7.853
H34 -19.178 5.734 -4.935
H35 -20.427 5.868 -6.183
H36 -19.037 6.929 -6.303
H37 -17.364 2.389 -4.185
H38 -16.625 3.716 -3.172
H39 -15.715 2.835 -4.476
H40 -16.751 6.368 -5.557
H41 -15.649 5.631 -4.391
H42 -17.234 6.040 -3.836
H43 -16.983 2.002 -12.936
H44 -17.641 0.336 -13.325
H45 -15.918 0.716 -13.619
H46 -16.190 -1.067 -10.389
H47 -16.255 -1.296 -12.162
H48 -17.774 -1.204 -11.301
C22 -12.376 3.350 -8.352
P1 -13.849 3.868 -7.439
C23 -14.337 5.442 -8.182
C24 -13.506 3.867 -5.673
O1 -15.044 2.878 -7.719
H49 -11.774 4.233 -8.483
H50 -12.615 2.964 -9.333
H51 -11.755 2.565 -7.832
H52 -13.615 6.217 -7.947
H53 -15.352 5.700 -7.859
H54 -14.406 5.325 -9.264
H55 -12.562 4.411 -5.529
H56 -13.443 2.832 -5.308
H57 -14.306 4.422 -5.204

Entry 4:
C24H57N6O12S | ωB97M-V/def2-TZVPD

## Properties
Net charge: +1

Geometry (Å):
C1 3.927 -1.042 4.164
C2 3.890 -0.512 2.731
C3 3.409 -1.552 1.716
C4 3.975 -1.340 0.303
C5 3.043 -1.801 -0.831
C6 2.406 -0.691 -1.689
C7 2.055 0.608 -0.939
C8 3.033 1.751 -1.213
C9 2.686 3.099 -0.563
C10 2.127 3.054 0.867
C11 0.601 2.841 0.997
C12 0.156 1.532 1.689
C13 -0.828 1.720 2.862
C14 -1.976 0.697 2.884
C15 -3.300 1.220 2.300
C16 -3.468 0.957 0.790
C17 -4.880 0.512 0.413
C18 -5.201 -0.873 1.012
S1 -5.063 -2.167 -0.269
H1 4.491 -0.358 4.802
H2 4.423 -2.013 4.209
H3 2.927 -1.130 4.593
H4 3.241 0.368 2.697
H5 4.895 -0.177 2.455
H6 3.685 -2.547 2.079
H7 2.313 -1.546 1.666
H8 4.922 -1.878 0.218
H9 4.223 -0.283 0.193
H10 3.618 -2.452 -1.494
H11 2.253 -2.431 -0.406
H12 1.482 -1.099 -2.110
H13 3.037 -0.464 -2.552
H14 2.019 0.407 0.133
H15 1.055 0.946 -1.235
H16 4.039 1.451 -0.904
H17 3.085 1.879 -2.300
H18 3.614 3.675 -0.515
H19 2.018 3.668 -1.217
H20 2.668 2.299 1.448
H21 2.375 4.015 1.323
H22 0.171 3.683 1.544
H23 0.173 2.874 -0.009
H24 -0.279 0.852 0.950
H25 1.047 1.022 2.065
H26 -1.238 2.732 2.842
H27 -0.276 1.619 3.798
H28 -2.154 0.338 3.899
H29 -1.665 -0.182 2.305
H30 -4.142 0.805 2.864
H31 -3.334 2.301 2.448
H32 -2.744 0.206 0.449
H33 -3.256 1.867 0.228
H34 -5.613 1.210 0.818
H35 -5.000 0.502 -0.675
H36 -6.224 -0.961 1.372
H37 -4.514 -1.149 1.811
H38 -4.198 -1.570 -1.111
H39 -4.203 -3.056 0.258
C19 -6.319 -1.509 -3.656
N1 -6.221 -1.376 -5.132
O1 -5.124 -1.528 -5.629
O2 -7.226 -1.050 -5.723
H40 -5.324 -1.758 -3.305
H41 -6.671 -0.560 -3.262
H42 -7.038 -2.293 -3.436
C20 4.156 -4.453 7.718
N2 3.993 -4.126 6.274
O3 4.936 -4.320 5.537
O4 2.917 -3.681 5.929
H43 5.158 -4.834 7.867
H44 3.983 -3.537 8.275
H45 3.400 -5.191 7.967
C21 7.214 3.868 -2.244
N3 6.835 3.434 -0.870
O5 7.262 2.373 -0.470
O6 6.111 4.180 -0.241
H46 7.853 3.107 -2.675
H47 6.293 3.992 -2.805
H48 7.726 4.821 -2.149
C22 -5.034 1.603 -5.618
N4 -4.504 2.134 -4.335
O7 -3.973 3.216 -4.318
O8 -4.650 1.409 -3.359
H49 -4.869 2.318 -6.414
H50 -4.518 0.668 -5.808
H51 -6.094 1.421 -5.462
C23 5.567 -4.920 -0.480
N5 6.358 -4.411 -1.636
O9 7.216 -5.129 -2.098
O10 6.082 -3.297 -2.034
H52 5.921 -5.914 -0.238
H53 5.717 -4.226 0.342
H54 4.524 -4.921 -0.781
C24 -9.819 2.173 -3.312
N6 -9.311 0.838 -2.893
O11 -8.168 0.767 -2.466
O12 -10.059 -0.103 -3.001
H55 -9.033 2.901 -3.155
H56 -10.097 2.092 -4.359
H57 -10.697 2.383 -2.708

HOMO-LUMO gap values, unit eV, following the record order: 8.6; 8.9; 7.7; 8.4.
Max |F| values, unit eV Å⁻¹, following the record order: 11.57; 9.46; 2.50; 0.45.
LUMO energy values, unit eV, following the record order: -0.2; 0.8; -12.2; -3.5.